This record from the OMol25 dataset describes a molecular structure, C34H31BrN8O4S3Yb in a non-equilibrium geometry. The level of theory is ωB97M-V/def2-TZVPD.

The geometry in XYZ format:
```
82
Properties=species:S:1:pos:R:3:forces:R:3
Yb -0.149747 -0.879451 -0.492955 -2.28 0.39 -0.85
Br -0.957802 -3.871528 -0.337023 -0.33 0.09 0.24
S -2.657949 0.983422 -1.853448 -0.14 0.92 1.75
S 1.051974 3.693276 -1.732244 -0.02 0.00 -0.42
S -2.803257 -1.403556 -2.557226 -0.01 -2.30 0.69
O 0.776659 -0.040617 -2.472675 0.66 -0.03 -1.10
O 0.801112 -2.208904 -2.201589 0.22 -1.09 -0.09
O 1.920723 2.232294 2.002620 -1.10 -1.11 -0.57
O 1.235769 0.462979 0.498268 0.19 0.69 0.97
N 2.315505 -1.540209 1.108090 2.77 1.98 1.33
N 0.758652 4.406780 -4.347483 -0.15 0.02 0.72
N -0.793767 0.733533 2.716491 -1.27 -1.47 -0.78
N -2.919305 0.018285 -8.772844 -0.16 -0.38 1.18
N 1.286367 2.281850 -4.098065 -0.21 1.21 0.72
N -2.336241 3.355164 -7.683047 -0.83 -2.35 3.12
N -1.403353 -0.132906 1.822412 -1.74 1.20 1.26
N 1.285091 -2.321543 0.744654 -1.40 -1.42 1.28
C -1.538333 -5.095125 6.044335 -1.58 -0.02 -0.03
C 1.035860 3.469955 -3.399771 0.17 -1.36 0.15
C -1.624509 1.166673 3.663169 -0.47 0.42 0.38
C -2.905419 0.682050 3.359330 0.42 -0.35 0.43
C -2.883099 1.643852 -5.778327 0.40 -0.31 -0.67
C -1.825492 -4.933278 4.696302 1.17 -0.12 -0.91
C 0.577963 -4.725213 4.279770 -1.40 -0.64 -0.11
C 1.167824 2.546925 -5.459585 0.03 -1.81 0.54
C -0.398428 -3.782504 1.477011 -0.95 -1.68 0.92
C -2.894803 -0.481791 -3.965980 0.24 1.92 -0.68
C 0.293053 5.750317 -3.987650 -0.35 0.02 -0.25
C -3.644936 -1.002667 1.444149 -0.99 -0.05 -0.21
C 4.123520 2.449518 2.774308 -0.11 -0.26 0.19
C 0.820120 3.815523 -5.599844 -0.45 1.66 -1.08
C -0.271306 -4.903802 6.518161 1.48 -0.28 0.41
C -2.894478 -0.775290 -5.342401 -0.38 1.23 1.39
C 3.506449 0.601563 1.289527 1.46 -0.64 -0.10
C -2.731259 -0.147293 2.234615 2.97 -0.14 -0.26
C 0.813844 -4.843124 5.642452 -0.88 0.73 -0.51
C 4.898878 0.224393 1.303461 -1.91 0.90 -0.06
C 0.742268 -2.961033 1.753697 0.51 0.90 -1.78
C 5.436183 2.051810 2.779019 -0.19 -0.47 -0.89
C 2.434163 -0.186398 0.464276 1.46 -0.04 -0.25
C -2.902972 0.301071 -6.216770 -0.08 -0.19 0.27
C -1.099282 -4.531031 2.385449 0.63 1.61 -1.65
C -2.594507 2.614707 -6.791740 0.46 2.78 -2.97
C -0.756106 -4.743082 3.759843 -0.04 0.15 2.43
C -2.906956 1.962715 -4.435469 -0.18 -1.15 0.54
C -2.941889 0.044398 -7.612066 0.34 0.47 -1.89
C -1.109168 2.001748 4.823483 -0.46 -0.56 -0.46
C 5.844888 0.957178 1.988375 -1.28 0.75 0.89
C -2.890818 0.896819 -3.511243 0.33 -0.19 -2.45
C 1.090214 -1.209219 -2.864887 0.20 0.60 -0.70
C 3.140191 1.740792 2.042641 0.75 0.13 -0.33
H -2.080933 -4.820661 2.050198 -0.11 -0.58 0.01
H 5.180086 -0.612929 0.706841 0.34 -0.56 -0.42
H -2.860743 -4.917900 4.347218 0.35 -0.24 0.04
H 1.085403 6.326958 -3.459688 -0.54 -0.51 -0.36
H -4.621540 -1.102434 1.964395 0.54 -0.01 -0.43
H -3.255145 -2.020866 1.211291 -0.08 0.79 0.29
H -1.428512 3.027197 4.717230 -0.08 0.37 0.00
H 2.724012 -0.312848 -0.620387 0.20 0.10 0.76
H -0.610718 5.678832 -3.322279 0.95 0.01 -0.57
H -3.796489 0.845377 3.977449 0.45 -0.18 -0.51
H -1.456174 1.634594 5.801432 0.03 -0.02 -0.44
H 1.303465 1.757702 -6.189190 -0.10 0.32 0.08
H 6.875695 0.767401 2.014109 1.21 -0.76 -0.34
H 1.653842 -1.372639 -3.839120 -0.46 0.44 0.71
H 1.482203 1.439938 1.224383 -0.33 0.92 0.32
H 3.794006 3.318317 3.333472 -0.03 -0.03 -0.06
H 6.190949 2.605279 3.309548 0.08 0.20 0.22
H -0.029383 1.973004 4.805596 0.32 0.09 0.08
H -2.358468 -5.393330 6.715398 0.41 0.61 -0.17
H -3.799994 -0.464281 0.494444 -0.25 -0.45 0.09
H 1.394092 -4.677118 3.593847 0.43 -0.03 -0.28
H 0.557681 4.364988 -6.500623 0.20 -0.17 0.31
H 1.011673 -2.752531 2.783148 0.32 -0.07 -0.13
H -0.045292 -4.800298 7.573546 -0.27 -0.46 0.07
H -2.960759 2.988252 -4.135398 0.28 0.37 0.28
H 0.009959 6.253814 -4.934387 0.20 -0.19 0.59
H -2.932659 -1.747947 -5.757065 0.06 -0.93 -0.03
H 3.251908 -1.961430 1.095961 -0.78 -0.30 0.18
H 0.132469 1.051090 2.518351 0.78 0.11 0.08
H 1.814701 -4.804719 6.026978 0.30 0.06 0.08
H 1.252574 1.359163 -3.608277 0.05 0.74 -0.22
```
Positions in Å, forces in eV/Å.

Results
Spin multiplicity: 2
HOMO energy (alpha / beta) in eV: -4.28 / -4.29
Energy relative to the best compared isomer or geometry (same formula, charge and spin) in eV: 2.368
Charge: -1